Record 1
{
  "formula": "C30H47BFI3N5O5S",
  "method": "ωB97M-V/def2-TZVPD",
  "e_tot_ha": -3236.97703,
  "largest_force_ev_per_a": 3.134,
  "charge": 1,
  "homo_energy_ev": -10.07,
  "gap_ha": 0.2445,
  "species": ["C", "B", "O", "C", "C", "C", "F", "C", "C", "C", "O", "O", "C", "C", "O", "N", "C", "C", "C", "N", "C", "C", "I", "C", "C", "I", "C", "C", "C", "O", "C", "C", "C", "I", "N", "S", "H", "H", "H", "H", "H", "H", "H", "H", "H", "H", "H", "H", "H", "H", "H", "H", "H", "H", "H", "H", "H", "H", "H", "H", "H", "H", "H", "H", "H", "H", "H", "H", "H", "H", "H", "H", "H", "N", "C", "C", "C", "C", "H", "H", "H", "H", "H", "N", "C", "C", "C", "C", "H", "H", "H", "H", "H"],
  "coordinates": [[-3.139, 0.842, -1.402], [-2.578, 0.886, 0.082], [-3.014, 1.954, 0.877], [-1.485, -0.196, 0.661], [-2.094, -0.672, 2.001], [-3.616, -0.709, 2.135], [-1.582, -1.902, 2.430], [-0.219, 0.694, 0.879], [0.675, 0.331, 2.069], [0.727, 1.452, 3.107], [0.596, 2.583, 2.847], [0.927, 1.059, 4.432], [2.344, 0.936, 4.646], [3.058, -0.355, 4.304], [2.913, 1.854, 5.053], [0.542, 0.886, -0.397], [1.619, 1.928, -0.254], [1.441, 3.176, -1.170], [2.784, 3.464, -1.941], [2.613, 4.338, -3.078], [1.081, -0.442, -0.909], [1.708, -0.184, -2.269], [0.688, 0.968, -3.782], [2.923, -0.610, -2.583], [3.839, -1.366, -1.641], [3.840, -0.278, -4.489], [0.042, -1.621, -0.789], [0.535, -2.653, 0.318], [1.895, -3.297, 0.050], [2.024, -4.302, -0.530], [0.040, -2.537, -2.060], [-0.774, -2.029, -3.278], [-1.816, -3.067, -3.771], [-0.753, -4.481, -5.046], [-1.320, -1.206, -0.416], [-2.529, -2.380, -0.522], [-2.316, 0.872, -2.138], [-3.740, -0.054, -1.600], [-3.778, 1.707, -1.614], [-2.601, 2.744, 0.493], [-1.777, 0.049, 2.772], [-4.170, -1.121, 1.289], [-4.053, 0.257, 2.405], [-3.835, -1.360, 2.991], [-0.598, 1.703, 1.095], [0.413, -0.576, 2.619], [1.722, 0.200, 1.756], [3.914, -0.477, 4.967], [2.422, -1.245, 4.331], [3.458, -0.267, 3.284], [-0.073, 1.222, -1.153], [1.635, 2.352, 0.756], [2.619, 1.504, -0.387], [0.577, 3.116, -1.837], [1.280, 4.061, -0.539], [3.163, 2.492, -2.281], [3.458, 3.913, -1.204], [2.077, 3.888, -3.809], [2.229, 5.241, -2.831], [1.895, -0.664, -0.214], [3.755, -1.058, -0.596], [4.871, -1.153, -1.934], [3.694, -2.440, -1.799], [0.587, -2.215, 1.322], [-0.149, -3.502, 0.384], [2.810, -2.813, 0.461], [1.062, -2.721, -2.402], [-0.338, -3.531, -1.814], [-0.120, -1.847, -4.131], [-1.334, -1.118, -3.033], [-2.581, -2.590, -4.382], [-2.245, -3.650, -2.961], [-2.335, -3.263, 0.503], [-5.695, -3.643, -1.357], [-7.060, -3.749, -1.339], [-7.378, -5.080, -1.319], [-6.158, -5.808, -1.319], [-5.138, -4.896, -1.341], [-5.181, -2.781, -1.380], [-7.683, -2.871, -1.344], [-8.374, -5.489, -1.304], [-6.044, -6.880, -1.305], [-4.068, -5.028, -1.348], [4.353, 5.980, 2.053], [4.433, 6.359, 3.364], [3.523, 5.622, 4.074], [2.869, 4.759, 3.158], [3.404, 5.001, 1.919], [4.905, 6.361, 1.306], [5.128, 7.120, 3.678], [3.346, 5.693, 5.135], [2.097, 4.044, 3.384], [3.194, 4.564, 0.955]],
  "lowdin_charge": [0.017, -0.445, 0.125, -0.256, -0.310, -0.024, -0.022, -0.143, -0.019, -0.441, 0.180, 0.085, -0.468, 0.031, 0.217, 0.000, -0.100, -0.184, -0.291, 0.010, -0.171, -0.630, 1.065, -0.772, -0.138, 0.909, -0.345, -0.075, -0.295, 0.120, -0.172, -0.386, -0.610, 0.765, -0.363, 0.954, 0.041, 0.060, 0.078, 0.125, 0.157, 0.064, 0.096, 0.106, 0.148, 0.122, 0.130, 0.101, 0.091, 0.088, 0.104, 0.116, 0.135, 0.052, 0.109, 0.084, 0.105, 0.038, 0.079, 0.117, 0.070, 0.060, 0.093, 0.102, 0.111, 0.118, 0.113, 0.101, 0.028, 0.049, 0.048, -0.008, -0.049, -0.010, -0.137, -0.102, -0.102, -0.157, 0.090, 0.107, 0.095, 0.095, 0.090, 0.004, -0.127, -0.091, -0.104, -0.144, 0.145, 0.112, 0.098, 0.059, 0.072]
}


Record 2
{
  "formula": "C30H47BrCrN2O2P2Si3",
  "method": "ωB97M-V/def2-TZVPD",
  "relative_energy_ev": 0.000,
  "e_tot_ha": -6601.02344,
  "largest_force_ev_per_a": 0.541,
  "charge": 1,
  "s2": 3.825,
  "spin_multiplicity": 4,
  "homo_energy_ev": [-11.12, -11.37],
  "gap_ha": [0.2634, 0.3049],
  "species": ["Cr", "C", "Si", "C", "C", "C", "Si", "C", "C", "C", "Si", "C", "C", "C", "C", "C", "C", "C", "N", "H", "H", "H", "H", "H", "H", "H", "H", "H", "H", "H", "H", "H", "H", "H", "H", "H", "H", "H", "H", "H", "H", "H", "H", "H", "H", "H", "H", "C", "P", "C", "C", "C", "C", "C", "C", "C", "P", "C", "C", "H", "H", "H", "H", "H", "H", "H", "H", "H", "H", "H", "H", "H", "H", "H", "H", "Br", "C", "C", "N", "C", "C", "C", "C", "O", "O", "H", "H", "H"],
  "coordinates": [[0.290, 0.089, 0.110], [-2.898, -0.891, -2.588], [-1.675, -2.003, -1.699], [-0.147, -2.344, -2.750], [-2.562, -3.658, -1.553], [-1.191, -1.368, 0.015], [-2.621, -0.437, 0.841], [-4.236, -1.385, 0.808], [-2.932, 1.253, 0.054], [-2.277, -0.108, 2.668], [-0.610, -2.757, 1.079], [0.665, -3.862, 0.257], [-1.848, -3.836, 1.972], [0.403, -1.849, 2.405], [0.714, -2.358, 3.663], [1.491, -1.630, 4.543], [1.976, -0.396, 4.131], [1.646, 0.054, 2.873], [0.862, -0.634, 2.025], [-3.000, -1.221, -3.626], [-2.617, 0.160, -2.592], [-3.890, -0.976, -2.138], [-0.407, -2.417, -3.809], [0.297, -3.300, -2.468], [0.614, -1.568, -2.651], [-2.852, -3.986, -2.555], [-3.476, -3.578, -0.961], [-1.950, -4.454, -1.124], [-4.603, -1.558, -0.204], [-4.994, -0.798, 1.335], [-4.159, -2.351, 1.308], [-3.753, 1.184, -0.661], [-2.081, 1.660, -0.495], [-3.230, 1.971, 0.823], [-2.165, -1.029, 3.245], [-3.134, 0.430, 3.084], [-1.389, 0.499, 2.855], [0.221, -4.556, -0.457], [1.182, -4.456, 1.015], [1.411, -3.271, -0.281], [-2.531, -4.302, 1.259], [-2.448, -3.277, 2.691], [-1.342, -4.642, 2.509], [0.327, -3.329, 3.945], [1.724, -2.013, 5.528], [2.604, 0.211, 4.769], [2.043, 0.995, 2.519], [3.701, -0.966, 0.572], [2.702, 0.259, -0.346], [3.372, -0.018, -2.014], [3.304, 1.874, 0.254], [4.666, 2.152, 0.247], [5.140, 3.372, 0.707], [4.251, 4.323, 1.182], [2.890, 4.051, 1.200], [2.404, 2.833, 0.737], [0.611, 2.480, 0.772], [0.092, 2.908, 2.476], [-0.244, 3.841, -0.084], [4.743, -0.903, 0.257], [3.334, -1.967, 0.343], [3.649, -0.814, 1.646], [4.453, 0.125, -1.979], [2.948, 0.655, -2.749], [3.169, -1.054, -2.293], [5.372, 1.418, -0.123], [6.202, 3.578, 0.692], [4.614, 5.277, 1.540], [2.208, 4.805, 1.574], [0.338, 3.949, 2.687], [0.542, 2.279, 3.239], [-0.991, 2.798, 2.534], [0.185, 4.784, 0.256], [-1.296, 3.812, 0.202], [-0.149, 3.776, -1.161], [1.114, 4.378, -6.862], [0.444, 2.926, -5.865], [-0.358, 1.973, -6.485], [-0.855, 0.924, -5.841], [-0.577, 0.800, -4.547], [0.209, 1.703, -3.845], [0.742, 2.793, -4.526], [0.524, 1.528, -2.397], [1.403, 2.225, -1.881], [-0.144, 0.629, -1.754], [-0.600, 2.066, -7.537], [-0.989, -0.061, -4.041], [1.372, 3.505, -4.010]],
  "lowdin_charge": [0.516, -0.170, 0.418, -0.159, -0.169, -0.531, 0.402, -0.154, -0.160, -0.162, 0.443, -0.151, -0.153, -0.270, -0.030, -0.020, -0.026, -0.179, -0.055, 0.050, 0.019, 0.027, 0.045, 0.024, 0.010, 0.046, 0.028, 0.020, 0.022, 0.048, 0.027, 0.042, -0.001, 0.040, 0.029, 0.048, 0.006, 0.032, 0.045, 0.021, 0.033, 0.031, 0.042, 0.115, 0.122, 0.121, 0.081, -0.212, 0.935, -0.188, -0.359, -0.065, -0.049, -0.049, -0.067, -0.366, 0.932, -0.220, -0.193, 0.056, 0.047, 0.040, 0.058, 0.047, 0.061, 0.107, 0.116, 0.116, 0.106, 0.055, 0.034, 0.049, 0.060, 0.052, 0.046, 0.773, -0.666, -0.166, 0.097, -0.069, -0.096, -0.043, -0.592, -0.062, -0.188, 0.109, 0.077, 0.119]
}


Record 3
{
  "formula": "C30H47Cl2N4O7RuSSi",
  "method": "ωB97M-V/def2-TZVPD",
  "relative_energy_ev": 0.000,
  "e_tot_ha": -3619.89535,
  "largest_force_ev_per_a": 5.403,
  "s2": 8.779,
  "spin_multiplicity": 6,
  "homo_energy_ev": [-5.55, -8.12],
  "gap_ha": [0.2054, 0.1683],
  "species": ["C", "C", "H", "H", "H", "C", "C", "H", "H", "H", "H", "Ru", "Cl", "C", "O", "N", "C", "C", "H", "H", "H", "H", "H", "H", "H", "H", "H", "C", "C", "N", "H", "C", "O", "H", "H", "H", "H", "H", "H", "C", "C", "N", "H", "C", "O", "H", "H", "H", "H", "O", "C", "C", "C", "H", "C", "H", "C", "H", "C", "C", "H", "H", "H", "Si", "Cl", "C", "C", "C", "H", "H", "H", "H", "H", "H", "H", "H", "H", "O", "C", "N", "S", "O", "O", "C", "C", "C", "C", "C", "C", "H", "H", "H", "H"],
  "coordinates": [[2.988, -2.604, -3.747], [2.361, -1.884, -4.899], [2.920, -3.683, -3.913], [2.471, -2.360, -2.814], [4.053, -2.347, -3.642], [2.333, -2.371, -6.144], [2.917, -3.677, -6.573], [1.891, -1.772, -6.946], [2.582, -4.515, -5.947], [4.017, -3.677, -6.556], [2.589, -3.894, -7.597], [0.305, -0.199, 1.999], [2.033, 0.547, 0.709], [-0.301, 2.505, 0.957], [-0.841, 1.453, 1.441], [-1.061, 3.426, 0.390], [-2.495, 3.201, 0.307], [-0.474, 4.556, -0.310], [0.778, 2.685, 0.956], [-2.859, 2.865, 1.285], [-2.739, 2.443, -0.455], [-2.966, 4.148, 0.025], [0.445, 4.865, 0.199], [-1.196, 5.374, -0.312], [-0.220, 4.301, -1.349], [-3.252, 1.653, 5.203], [-1.327, 1.059, 7.385], [-3.397, 0.586, 5.421], [-1.689, 0.050, 7.139], [-2.127, -0.050, 5.757], [-3.831, 0.077, 4.554], [-1.267, -0.506, 4.832], [-1.464, -0.516, 3.589], [-0.871, -0.656, 7.319], [-0.330, -0.907, 5.256], [-4.062, 0.496, 6.289], [-2.530, -0.184, 7.800], [-0.486, -5.197, 2.244], [-0.004, -3.802, -0.365], [-1.511, -5.048, 1.870], [-1.079, -4.036, -0.340], [-1.608, -3.877, 1.015], [-2.177, -4.924, 2.728], [-1.681, -2.667, 1.627], [-1.425, -1.558, 1.114], [-1.627, -3.397, -1.038], [-1.986, -2.742, 2.689], [-1.811, -5.927, 1.297], [-1.227, -5.082, -0.631], [0.741, -0.802, -3.557], [1.722, -0.545, -4.557], [0.093, -0.191, -6.499], [1.179, 0.252, -5.739], [-0.401, -1.133, -6.243], [-0.347, 0.577, -7.588], [2.519, 0.045, -4.077], [1.866, 1.418, -6.101], [-1.232, 0.262, -8.141], [0.354, 1.721, -7.971], [1.467, 2.130, -7.232], [2.713, 1.743, -5.492], [0.067, 2.268, -8.875], [2.044, 3.000, -7.535], [-0.696, -0.051, -3.106], [1.315, -2.270, 1.574], [-2.154, -0.730, -4.076], [-0.569, 1.787, -3.432], [-0.803, -0.540, -1.348], [-2.179, -0.380, -5.116], [-3.086, -0.398, -3.595], [-2.140, -1.828, -4.098], [-0.676, -1.624, -1.269], [-1.758, -0.265, -0.891], [0.023, -0.098, -0.774], [-0.533, 2.012, -4.507], [0.346, 2.187, -2.978], [-1.436, 2.316, -3.012], [2.738, -0.585, 3.991], [2.011, 0.330, 4.373], [0.908, 0.788, 3.630], [0.413, 2.392, 4.118], [1.049, 3.372, 3.277], [-1.005, 2.479, 4.353], [1.207, 2.166, 5.681], [0.937, 2.878, 6.854], [1.537, 2.447, 8.046], [2.426, 1.358, 8.032], [2.713, 0.688, 6.838], [2.059, 1.077, 5.662], [0.264, 3.735, 6.821], [1.292, 2.939, 8.991], [2.865, 1.011, 8.969], [3.384, -0.173, 6.784]],
  "lowdin_charge": [-0.033, -0.233, 0.072, 0.082, 0.095, -0.110, -0.103, 0.099, 0.071, 0.083, 0.068, 1.006, 0.047, -0.327, -0.201, -0.152, -0.015, -0.020, 0.072, 0.101, 0.097, 0.089, 0.101, 0.090, 0.088, 0.087, 0.089, -0.024, -0.040, -0.170, 0.097, -0.283, -0.118, 0.094, 0.145, 0.088, 0.090, 0.095, 0.065, -0.063, -0.051, -0.181, 0.086, -0.346, -0.195, 0.083, 0.130, 0.084, 0.086, -0.174, -0.283, -0.070, -0.209, 0.121, -0.074, 0.150, -0.034, 0.104, -0.093, -0.084, 0.119, 0.102, 0.100, 0.412, -0.002, -0.161, -0.144, -0.176, 0.014, 0.033, 0.037, 0.012, 0.041, -0.037, 0.029, 0.037, 0.026, 0.034, -0.501, -0.278, 0.688, -0.284, -0.290, -0.223, -0.060, -0.071, -0.065, -0.004, -0.125, 0.122, 0.109, 0.108, 0.129]
}